1.
{"formula": "C13H16CdCl3NO4S3Si", "method": "ωB97M-V/def2-TZVPD", "charge": 0, "homo_lumo_gap_ev": 8.04, "e_above_lowest_ev": 0.000, "homo_energy_ev": -8.3, "e_tot_ha": -3893.31865, "symbols": ["Cd", "O", "C", "O", "C", "C", "C", "C", "C", "N", "C", "O", "O", "H", "H", "H", "H", "C", "C", "S", "C", "C", "S", "C", "C", "S", "H", "H", "H", "H", "H", "H", "H", "H", "H", "H", "H", "H", "Cl", "Si", "Cl", "Cl"], "coordinates": [[0.3761, 0.3602, -0.0250], [1.8538, 1.4215, 4.2730], [1.1841, 1.2035, 3.1396], [0.9975, 0.1025, 2.6810], [0.6894, 2.4638, 2.5010], [0.9138, 3.7239, 3.0123], [0.4161, 4.8090, 2.2964], [-0.2768, 4.5932, 1.1212], [-0.4420, 3.2880, 0.6741], [0.0338, 2.2621, 1.3621], [-1.1801, 2.9669, -0.6264], [-1.8104, 3.8782, -1.1358], [-1.0547, 1.7603, -1.0400], [2.1724, 0.5597, 4.5870], [1.4589, 3.8505, 3.9359], [0.5779, 5.8155, 2.6603], [-0.6854, 5.4003, 0.5304], [-2.6054, -0.7516, -1.6028], [-1.7774, -1.3494, -2.7337], [-0.0585, -0.7735, -2.7434], [0.8617, -2.3254, -2.8796], [0.6221, -3.3976, -1.8200], [0.9082, -2.8502, -0.1111], [-0.6061, -3.4077, 0.6998], [-1.9299, -2.8685, 0.1646], [-2.0375, -1.0649, 0.0898], [-3.6380, -1.0925, -1.6804], [-2.5912, 0.3367, -1.6617], [-2.2387, -1.0577, -3.6770], [-1.7711, -2.4378, -2.7035], [1.9043, -2.0033, -2.8637], [0.6701, -2.7520, -3.8652], [1.3043, -4.2255, -2.0170], [-0.3888, -3.7985, -1.8851], [-0.4670, -3.1089, 1.7399], [-0.6341, -4.4978, 0.6779], [-2.7319, -3.2073, 0.8192], [-2.1406, -3.2585, -0.8290], [3.8824, -1.1665, 0.8131], [2.8838, 0.3167, -0.2466], [3.6821, 0.1819, -2.1618], [3.6726, 2.1006, 0.5301]], "forces_ev_per_a": [[-0.12, -0.22, -0.31], [0.07, -0.12, 0.04], [-0.05, 0.12, -0.03], [-0.01, -0.04, 0.00], [0.03, -0.11, -0.03], [-0.03, 0.09, 0.09], [0.02, 0.03, 0.04], [0.01, 0.13, 0.04], [-0.01, -0.11, 0.09], [0.03, -0.11, -0.05], [0.06, -0.11, -0.09], [-0.05, -0.03, -0.06], [-0.06, 0.23, 0.05], [-0.02, 0.08, -0.01], [0.01, 0.01, -0.02], [-0.01, -0.02, -0.01], [-0.02, -0.03, -0.01], [-0.03, -0.06, 0.00], [0.06, 0.06, 0.04], [0.06, 0.02, 0.00], [-0.02, 0.02, 0.03], [0.05, 0.00, 0.04], [-0.06, -0.01, -0.06], [0.03, 0.01, -0.01], [0.05, 0.01, 0.03], [0.07, 0.29, 0.11], [-0.02, -0.03, -0.01], [-0.02, 0.00, -0.01], [-0.03, 0.00, -0.01], [-0.04, -0.01, -0.01], [0.00, -0.01, 0.00], [0.04, -0.05, -0.01], [-0.03, -0.02, -0.05], [0.02, 0.00, -0.02], [-0.02, 0.01, 0.02], [-0.06, -0.03, 0.05], [-0.02, -0.08, 0.00], [0.00, -0.02, -0.01], [0.11, -0.02, 0.04], [-0.03, 0.17, 0.22], [0.02, -0.02, -0.12], [0.04, -0.02, 0.00]], "nbo_charge": [1.41, -0.66, 0.78, -0.61, 0.06, -0.19, -0.16, -0.18, 0.11, -0.50, 0.75, -0.64, -0.88, 0.51, 0.24, 0.23, 0.26, -0.55, -0.55, 0.23, -0.55, -0.55, 0.23, -0.54, -0.55, 0.19, 0.22, 0.29, 0.24, 0.21, 0.25, 0.22, 0.23, 0.21, 0.24, 0.23, 0.24, 0.22, -0.41, 0.59, -0.42, -0.43]}



2.
{"formula": "C13H16ClF16IO3PS", "method": "ωB97M-V/def2-TZVPD", "charge": 1, "homo_lumo_gap_ev": 8.87, "homo_energy_ev": -13.1, "e_tot_ha": -3825.76217, "symbols": ["C", "C", "I", "C", "S", "P", "O", "Cl", "H", "H", "H", "H", "H", "H", "H", "H", "C", "C", "C", "F", "F", "F", "F", "O", "C", "C", "F", "F", "F", "F", "H", "H", "H", "H", "C", "C", "C", "F", "F", "F", "F", "O", "C", "C", "F", "F", "F", "F", "H", "H", "H", "H"], "coordinates": [[2.2730, -2.1676, 3.5497], [1.9185, -1.0947, 2.5100], [3.1969, -1.1395, 0.7946], [1.9293, 0.3247, 3.0625], [0.4677, 0.8258, 4.0414], [-1.5782, 0.2612, 3.0880], [-1.2105, 0.3459, 1.5474], [-1.5914, -1.7248, 3.4827], [1.4937, -2.9293, 3.5972], [3.2056, -2.6780, 3.3170], [2.3847, -1.7281, 4.5457], [0.9437, -1.3236, 2.0947], [2.7682, 0.4868, 3.7444], [1.9796, 1.0990, 2.2951], [0.4910, -0.0880, 5.0310], [-0.6807, -0.3431, 1.1090], [1.2748, 3.9656, -0.8751], [0.7306, 4.5481, -2.1862], [0.3012, 6.0217, -2.1773], [-0.7084, 6.2006, -1.2988], [-0.1340, 6.3526, -3.4054], [-0.2674, 3.7763, -2.6547], [1.7708, 4.4864, -3.0688], [0.3414, 3.2019, -0.1172], [-0.4160, 3.7379, 0.8711], [-1.9213, 3.5201, 0.6304], [-2.3067, 4.1509, -0.4859], [-2.6006, 4.0276, 1.6827], [-0.1352, 5.0168, 1.1233], [-0.1193, 3.0413, 2.0283], [2.0302, 3.2451, -1.1832], [1.7572, 4.7353, -0.2737], [1.1387, 6.6680, -1.9029], [-2.1328, 2.4534, 0.5417], [-0.5405, -2.3682, -1.9583], [-0.5985, -2.9369, -0.5356], [0.3424, -4.0960, -0.1750], [0.0220, -5.1913, -0.8722], [0.1923, -4.3600, 1.1467], [-1.8527, -3.2228, -0.1735], [-0.1667, -1.9047, 0.3112], [-1.5509, -2.8197, -2.8233], [-1.3705, -3.9111, -3.6389], [-2.4637, -4.9669, -3.4021], [-2.4289, -5.3700, -2.1148], [-2.2158, -6.0256, -4.1932], [-0.1433, -4.4392, -3.4987], [-1.4912, -3.4965, -4.9149], [-0.7256, -1.2990, -1.8456], [0.4588, -2.4968, -2.3760], [1.3840, -3.8217, -0.3624], [-3.4457, -4.5503, -3.6320]], "forces_ev_per_a": [[0.00, -0.01, 0.02], [-0.26, -0.09, 0.25], [0.12, 0.01, -0.02], [0.18, 0.02, -0.16], [0.23, 0.20, 0.31], [-0.24, -0.04, -0.36], [0.07, 0.12, 0.29], [0.11, -0.05, 0.01], [0.03, 0.04, -0.01], [0.00, 0.08, 0.04], [-0.01, -0.04, -0.05], [0.05, 0.05, -0.03], [-0.02, 0.02, -0.06], [-0.12, -0.08, -0.01], [-0.02, -0.09, -0.11], [-0.15, -0.16, -0.08], [0.22, -0.04, 0.13], [0.00, 0.04, -0.06], [0.04, -0.06, 0.00], [-0.03, -0.01, 0.05], [-0.02, 0.00, 0.00], [-0.01, -0.01, -0.01], [-0.02, -0.02, 0.01], [-0.28, -0.01, -0.25], [0.08, 0.00, 0.07], [0.06, -0.08, 0.01], [0.02, 0.06, -0.01], [0.00, -0.01, 0.03], [0.00, 0.04, -0.03], [0.04, -0.02, 0.12], [0.01, 0.01, 0.05], [-0.08, 0.04, 0.00], [0.01, 0.01, -0.01], [0.00, 0.00, -0.04], [0.16, 0.30, -0.15], [-0.16, -0.25, 0.01], [0.04, 0.09, -0.04], [-0.05, -0.04, 0.01], [0.01, 0.01, 0.06], [0.01, 0.03, 0.00], [0.02, 0.13, -0.12], [-0.23, -0.25, 0.35], [0.03, 0.09, -0.22], [0.01, 0.10, -0.03], [0.01, 0.01, 0.04], [0.00, -0.02, -0.01], [0.04, -0.06, 0.04], [0.06, 0.00, 0.00], [0.04, -0.02, -0.05], [-0.01, -0.05, 0.04], [0.01, -0.01, -0.02], [-0.01, -0.01, 0.01]], "nbo_charge": [-0.65, -0.34, 0.14, -0.54, 0.24, 1.20, -1.00, -0.25, 0.24, 0.25, 0.21, 0.22, 0.27, 0.27, 0.18, 0.54, -0.13, 0.60, 0.52, -0.32, -0.31, -0.31, -0.32, -0.52, 0.86, 0.50, -0.30, -0.32, -0.30, -0.37, 0.23, 0.22, 0.15, 0.15, -0.13, 0.61, 0.52, -0.30, -0.33, -0.29, -0.39, -0.51, 0.85, 0.50, -0.32, -0.31, -0.32, -0.31, 0.22, 0.22, 0.15, 0.16]}



3.
{"formula": "C13H16IN3STi", "method": "ωB97M-V/def2-TZVPD", "charge": 2, "homo_lumo_gap_ev": [6.94, 6.94], "e_above_lowest_ev": 1.372, "homo_energy_ev": [-15.4, -15.4], "e_tot_ha": -2213.95634, "symbols": ["C", "C", "H", "H", "H", "H", "H", "H", "Ti", "C", "H", "H", "H", "I", "N", "C", "C", "C", "C", "C", "C", "N", "C", "C", "C", "S", "C", "N", "H", "H", "H", "H", "H", "H", "H"], "coordinates": [[2.4515, 1.6513, -1.5536], [2.3520, 2.7742, -0.4089], [3.2706, 1.0610, -1.0709], [2.7714, 2.4089, -2.3672], [1.7189, 0.9493, -2.0909], [1.9797, 3.1071, 0.6139], [3.4525, 2.6532, -0.2866], [2.0211, 3.5679, -1.1104], [0.5430, 1.0141, 0.1211], [-0.3867, 2.1436, -1.4997], [-0.8544, 3.0079, -1.0030], [-1.1365, 1.4589, -1.9294], [0.3504, 2.4836, -2.2542], [2.5663, 0.1480, 1.6304], [-2.0149, -1.6905, 1.1136], [-1.3766, -2.6257, 0.2371], [-1.4647, -4.0451, 0.1373], [-0.5246, -4.7304, -0.6756], [0.4580, -4.0018, -1.3493], [0.5645, -2.6069, -1.2492], [-0.4193, -1.9283, -0.4816], [-0.4380, -0.5929, -0.0369], [-1.4317, -0.4807, 0.9083], [-1.5931, 0.7072, 1.6848], [-2.4868, 1.0373, 2.6812], [-2.2233, 2.6755, 3.2946], [-0.8788, 2.8470, 2.2580], [-0.6696, 1.7305, 1.4761], [-2.7562, -1.9565, 1.7694], [-2.2380, -4.6081, 0.6693], [-0.5634, -5.8220, -0.8011], [1.1846, -4.5335, -1.9573], [1.3422, -1.9937, -1.6973], [-3.2839, 0.4296, 3.0364], [-0.2864, 3.7596, 2.1913]], "forces_ev_per_a": [[1.14, -1.22, -0.20], [-0.02, 1.65, -1.09], [-0.50, -0.10, -1.79], [-0.18, -2.09, 0.92], [0.31, 0.87, 1.26], [-0.42, -1.58, -0.89], [-0.81, 1.54, 0.58], [0.65, 0.45, 1.33], [2.66, 1.84, -1.67], [0.72, -0.12, 0.58], [-0.01, -0.25, -0.32], [0.21, 0.37, 0.08], [-0.90, -0.14, 0.39], [-0.56, 0.07, -0.42], [0.81, 0.12, -1.11], [-0.38, -1.21, 0.36], [0.22, -0.06, -0.30], [-1.28, 0.94, 0.77], [0.66, 1.11, -0.28], [-1.05, 0.18, 0.40], [1.13, -0.44, 0.30], [-1.84, -1.13, 0.48], [0.26, -2.87, -0.52], [-0.84, 2.30, 2.08], [0.80, 0.90, -0.62], [0.69, -1.59, -1.17], [-0.59, -2.36, -1.03], [-0.90, 2.38, 1.81], [0.43, 0.44, -0.31], [0.33, 0.28, -0.14], [-0.10, 0.66, 0.24], [-0.08, 0.10, 0.12], [0.02, -0.50, -0.17], [-0.52, -0.17, 0.34], [-0.06, -0.38, 0.00]], "nbo_charge": [-0.67, -0.75, 0.26, 0.30, 0.25, 0.28, 0.29, 0.25, 1.41, -0.99, 0.23, 0.25, 0.24, -0.09, -0.46, 0.18, -0.22, -0.15, -0.16, -0.19, 0.09, -0.58, 0.42, 0.05, -0.32, 0.68, -0.07, -0.56, 0.47, 0.25, 0.26, 0.25, 0.24, 0.28, 0.29]}